Entry 1:
DFT (ωB97M-V with the def2-TZVPD basis set) results for C27H39As3BrN5O4RbS as an isolated structure in a non-equilibrium geometry.

Cartesian coordinates (Å):
Rb (2.4561, 1.3388, -1.6326)
Br (0.3727, -4.3957, -1.9578)
As (-1.1337, -2.0734, 1.4752)
As (-5.6374, -3.0191, -1.4787)
As (-1.9711, -0.4565, -1.2997)
S (4.2700, 1.5896, 1.5047)
O (3.7994, 0.8268, 2.6545)
O (4.8444, 0.7947, 0.4072)
O (2.2233, 1.0052, -4.7839)
O (0.4393, 0.8522, -3.4559)
N (1.0049, 3.2553, 0.7818)
N (7.7805, 5.9979, 3.1222)
N (0.8360, -1.9080, -3.2548)
N (3.1191, 2.4143, 0.8299)
N (2.5856, 4.0712, 2.3842)
C (5.8660, 2.8396, 3.4861)
C (1.4048, -1.1405, -4.2332)
C (-4.0850, -1.4460, 0.6785)
C (0.1129, 4.1125, 1.2856)
C (-1.1034, -3.8572, 2.3176)
C (-2.4685, -0.1351, -3.2511)
C (0.7251, -3.2217, -3.4329)
C (-4.7243, -4.4065, -2.5878)
C (5.4897, 2.7215, 2.1082)
C (1.3419, 0.3731, -4.1462)
C (6.1812, 3.3983, 1.1057)
C (-4.1216, -2.7530, -0.1264)
C (1.9419, -1.7248, -5.3839)
C (1.0297, -3.8803, -4.6308)
C (0.3320, 4.8622, 2.4756)
C (-3.0488, -1.5150, 1.8039)
C (-5.5200, -1.0699, 1.3042)
C (1.6679, 4.8941, 2.9392)
C (7.0624, 4.3981, 1.4876)
C (-6.5417, -4.5739, -0.4632)
C (2.2473, 3.2163, 1.3407)
C (1.7042, -3.1038, -5.6091)
C (7.1203, 4.8390, 2.8033)
C (-1.2475, 1.4244, -0.8223)
C (6.6538, 3.9214, 3.8438)
C (-0.1623, -0.9611, 2.7652)
C (-3.7295, -0.2589, -0.3273)
H (7.5411, 4.8553, 0.5940)
H (1.9276, -3.5388, -6.5847)
H (-3.9161, -4.9121, -2.0549)
H (-5.5243, -5.1294, -2.8788)
H (-0.7304, -0.2066, 3.2677)
H (-2.8355, -1.1414, -3.6711)
H (0.5715, -0.4538, 2.0862)
H (-1.5980, 0.2899, -3.7695)
H (-0.4432, 5.5129, 2.8815)
H (-5.7020, -4.9484, 0.2075)
H (-3.2750, 0.6086, -3.3233)
H (-5.2975, -0.2830, 2.0505)
H (-3.3940, -2.3737, 2.4813)
H (-6.2257, -0.7848, 0.5404)
H (-1.0155, -3.6620, 3.3891)
H (1.0273, -4.9833, -4.6905)
H (2.5523, -1.1491, -6.1035)
H (-2.9771, -0.6052, 2.3979)
H (-5.8913, -1.9102, 1.8726)
H (-0.2056, 1.4062, -0.5544)
H (0.3633, -1.6584, 3.4505)
H (2.0932, 5.4683, 3.7550)
H (-1.3637, 1.9985, -1.7226)
H (6.9710, 4.0930, 4.8321)
H (-0.8400, 4.1414, 0.7021)
H (-1.7366, 2.0174, -0.0068)
H (-6.8797, -5.2862, -1.2651)
H (8.0847, 6.5223, 2.3103)
H (-0.1889, -4.3054, 1.8180)
H (-4.2499, -3.5882, 0.5840)
H (-4.5892, -0.1794, -1.0483)
H (5.9948, 3.1667, 0.0599)
H (5.4299, 2.1038, 4.1702)
H (-3.1179, -2.9479, -0.6356)
H (-3.7371, 0.7319, 0.1908)
H (-4.2847, -3.8861, -3.4729)
H (-7.4197, -4.1944, 0.1271)
H (-1.9313, -4.4814, 1.9481)
H (7.6956, 6.4463, 4.0375)

Force components x, y, z for each atom (eV/Å):
0.1 0.0 0.0
-0.3 0.5 0.1
-0.6 0.1 -1.3
0.5 -1.2 0.9
0.3 1.2 -0.4
-0.2 -1.4 0.5
0.3 0.5 -0.4
-0.2 0.8 0.7
-0.1 -0.6 0.4
-0.7 0.2 0.7
0.1 0.7 -0.2
0.4 0.4 0.1
0.1 -0.4 -0.4
1.3 -1.6 -1.4
-0.4 0.2 0.0
-0.9 0.3 -1.6
-0.5 -1.6 -0.1
-0.4 1.8 -1.3
0.2 -0.4 0.6
1.0 0.1 -1.0
-0.9 -0.6 0.5
0.9 0.8 -0.8
-0.1 0.7 -0.8
0.9 -0.6 0.0
0.9 0.6 -0.8
-0.4 -0.2 1.4
0.5 -0.7 -0.1
0.1 -1.2 -0.4
1.4 0.4 -0.4
0.4 0.5 -0.8
-0.2 -2.1 1.3
2.5 -0.4 0.3
0.1 -2.4 -1.6
-0.3 0.5 -1.7
0.3 0.9 0.1
-1.9 3.0 2.7
-1.0 0.5 0.6
0.1 -1.9 1.4
-1.0 -0.4 0.3
-0.1 0.6 -2.6
1.2 -0.7 -0.9
-1.1 0.1 0.0
0.0 0.4 1.2
0.3 0.0 0.4
-0.2 0.0 0.1
0.8 0.6 0.0
-0.4 0.3 0.5
0.7 1.5 0.5
-0.4 -0.3 1.0
-0.1 -0.6 0.3
0.2 -0.2 -0.1
-1.4 0.0 -0.9
0.0 -0.3 0.0
-0.5 0.0 -0.6
0.3 1.3 -0.4
-0.2 0.3 -0.2
-0.1 -0.9 -0.1
-0.4 0.8 -0.1
-0.7 -0.2 0.6
-0.3 0.1 -0.1
-0.3 -0.4 0.1
0.3 -0.2 0.0
-0.2 0.7 -0.2
-0.5 0.3 0.0
0.1 0.3 -0.5
0.2 0.2 1.2
0.7 0.1 0.8
0.0 -1.0 -0.5
0.4 0.5 1.1
-0.1 0.2 0.7
-0.8 0.4 1.2
0.1 0.1 -0.2
0.8 -0.2 0.3
0.1 0.0 0.2
0.3 0.5 -0.1
-1.2 0.4 0.4
0.1 -0.8 -0.1
-0.4 -0.7 0.5
0.9 -0.5 -0.4
0.0 0.4 0.6
0.0 -0.4 -1.0

## Properties
frontier orbital gap: 6.97 eV
E_LUMO: 0.084 Ha
E: -308320.8997 eV
total charge: -1
HOMO energy: -4.699 eV

=====

Entry 2:
DFT (ωB97M-V with the def2-TZVPD basis set) results for C27H39Br2N3ORuS2Si3 as an isolated structure in a non-equilibrium geometry.

Cartesian coordinates (Å):
Ru (-0.0401, -0.2855, -0.1598)
Br (-3.7761, -3.2701, -1.7954)
Br (0.2822, -7.1563, -1.7532)
S (-5.0805, 0.6856, 0.6309)
S (-2.2410, -0.0475, 1.0115)
Si (-0.6758, 2.9782, 1.0173)
Si (1.7042, 1.2264, 2.0435)
Si (1.1723, 1.6470, -1.0891)
O (-1.2961, -1.3629, -1.3668)
N (1.1820, -1.9570, -1.0213)
N (0.3024, -1.0576, 1.8030)
N (-3.5619, 0.1424, -1.3376)
C (2.4850, -2.2053, -1.0396)
C (2.9601, 2.0261, -1.4214)
C (3.3873, 0.4329, 1.8695)
C (1.8879, -0.4817, -4.0212)
C (2.1480, -4.5755, -1.3493)
C (-1.9407, -3.6643, -1.6023)
C (-0.2149, -1.6412, 4.4491)
C (3.4694, -1.1029, -0.9848)
C (-2.0655, 3.0594, -0.2493)
C (-1.0295, -2.6540, -1.4151)
C (-0.2256, -5.3493, -1.6004)
C (-0.3399, -2.1817, 2.1341)
C (0.4640, -0.4801, 4.1061)
C (0.2100, 4.6202, 0.9432)
C (-3.5447, 0.2170, -0.0303)
C (-1.4290, 2.7853, 2.7187)
C (-1.5428, -5.0156, -1.6839)
C (-4.8077, 0.5143, -2.0040)
C (0.3302, -3.0169, -1.2639)
C (0.7597, -4.3445, -1.4064)
C (2.9860, -3.5193, -1.1994)
C (-5.9022, 0.3404, -0.9570)
C (2.0419, 2.6282, 3.2248)
C (0.7271, -0.2025, 2.7730)
C (0.6482, 1.6821, 0.5987)
C (0.1857, 2.3945, -2.4718)
C (-0.6042, -2.5141, 3.4478)
H (0.7949, 0.2113, 4.8701)
H (-6.2808, -0.6795, -0.9297)
H (3.8222, 0.4679, 2.8732)
H (-4.7403, 1.5503, -2.3418)
H (4.3829, -1.4075, -0.4753)
H (-2.2941, -5.7790, -1.8272)
H (3.0458, -0.2457, -0.4897)
H (-0.6511, -2.8212, 1.3159)
H (4.0578, -3.6628, -1.1936)
H (-2.3008, 3.4425, 2.7945)
H (-0.4361, -1.8652, 5.4846)
H (-0.2404, 3.3420, -2.1383)
H (2.9840, 3.1190, -1.5145)
H (1.1892, 3.2506, 3.4733)
H (3.6370, 1.7446, -0.6248)
H (-1.7734, 1.7704, 2.9087)
H (3.3196, 1.6031, -2.3585)
H (-4.9684, -0.1289, -2.8672)
H (1.0731, 4.6492, 1.6101)
H (0.8767, 2.5883, -3.2946)
H (-6.7273, 1.0327, -1.0983)
H (0.5638, 4.8297, -0.0708)
H (-0.6324, 1.7766, -2.8436)
H (3.3430, -0.6146, 1.5753)
H (2.5299, -5.5817, -1.4574)
H (1.1313, -0.6780, -3.2802)
H (-1.9830, 3.9586, -0.8643)
H (-2.0814, 2.1994, -0.9165)
H (3.7269, -0.8099, -2.0092)
H (2.4661, 2.2463, 4.1585)
H (1.8852, 0.4498, -4.5678)
H (-0.4602, 5.4357, 1.2327)
H (-2.8035, -0.3775, -1.7863)
H (2.5603, -1.2721, -4.3222)
H (-1.1286, -3.4328, 3.6687)
H (-0.7490, 3.0679, 3.5199)
H (4.0764, 0.9587, 1.2101)
H (-3.0338, 3.0979, 0.2577)
H (2.8032, 3.2699, 2.7707)

Force components x, y, z for each atom (eV/Å):
-0.2 -1.2 -0.8
0.0 0.1 0.0
0.0 -0.1 0.0
0.0 0.0 0.1
0.3 0.3 -0.2
0.1 0.0 -0.1
0.1 0.5 0.1
0.6 0.1 -0.4
-0.4 -0.2 -0.1
0.2 -0.2 0.5
-0.1 0.7 0.2
0.1 -0.3 -0.2
-0.1 -0.2 0.0
0.1 0.2 -0.3
0.2 -0.1 -0.1
-0.4 0.1 0.4
0.1 -0.1 0.0
-0.1 -0.2 -0.1
0.0 0.0 0.0
0.0 0.1 0.1
-0.1 0.0 -0.1
0.1 0.3 -0.1
0.1 0.1 0.0
0.2 -0.1 0.0
0.1 -0.2 0.0
0.1 0.2 0.1
0.1 0.1 0.2
-0.1 0.0 0.2
-0.1 0.2 0.0
0.0 0.0 0.1
0.2 0.1 -0.1
-0.1 0.0 0.0
0.0 0.0 0.0
0.0 0.0 0.0
0.0 0.0 0.2
-0.3 -0.3 0.1
-0.5 -0.3 0.5
-0.2 0.1 -0.1
0.0 -0.1 0.0
0.0 0.0 0.0
0.0 0.0 0.0
0.0 0.0 0.0
0.0 0.0 0.0
0.0 0.0 0.0
0.0 0.0 0.0
0.0 0.1 0.0
-0.1 0.0 0.0
0.0 0.0 0.0
0.0 0.0 0.0
0.0 0.0 0.0
0.0 0.1 -0.1
0.1 0.0 0.0
0.0 0.0 0.0
0.1 0.1 0.1
0.0 0.0 0.1
0.0 0.0 0.0
0.0 0.0 0.0
0.0 0.0 0.0
0.0 0.0 0.0
0.0 0.0 0.0
0.0 0.0 0.0
0.0 0.0 0.0
0.0 0.0 0.0
0.0 0.0 0.0
-0.3 -0.1 -0.2
0.0 0.0 0.0
0.0 0.1 0.0
-0.1 0.0 0.0
0.0 0.0 0.0
0.0 0.0 0.0
0.0 0.0 0.0
0.0 0.1 0.0
0.2 0.1 0.2
0.0 0.0 0.0
0.0 0.0 0.0
0.0 0.0 0.0
0.0 0.0 0.0
0.0 0.0 0.0

## Properties
frontier orbital gap (alpha / beta): 3.78 / 3.65 eV
energy above the lowest of the compared OMol25 structures with the same formula, charge and spin: 264.4 kJ/mol
E_LUMO (alpha / beta): -0.189 / -0.200 Ha
E: -223113.8967 eV
total charge: +1
HOMO energy (alpha / beta): -8.918 / -9.099 eV
multiplicity: 2

=====

Entry 3:
DFT (ωB97M-V with the def2-TZVPD basis set) results for C27H39Br2O4PS4W as an isolated structure in a non-equilibrium geometry.

Cartesian coordinates (Å):
W (-0.2465, -0.2042, 0.6958)
Br (0.4772, -0.3679, 3.0311)
Br (3.0434, 2.4340, 2.5418)
S (3.2450, -0.6847, 0.5299)
S (-0.7284, -0.3197, -2.8143)
S (-2.5100, -0.1561, 1.2721)
S (-0.7461, -2.6543, 0.4277)
P (-2.5009, -2.2145, 1.3174)
O (-2.4602, -2.7758, 2.7663)
O (1.7183, -0.7423, 0.2774)
O (-3.7586, -2.7079, 0.5672)
O (-0.6375, -0.1635, -1.2697)
C (3.4634, -4.6913, 0.1805)
C (2.0271, 0.1472, -2.6600)
C (-1.7718, 3.6547, -4.6876)
C (3.9462, -0.1355, -1.0482)
C (2.9821, -3.3955, 0.0907)
C (-2.0279, 3.4512, -3.3398)
C (-1.9220, 4.8510, 1.0425)
C (-0.3507, 3.0091, 0.8247)
C (-4.5603, -2.8855, 4.0432)
C (-0.4334, 4.4595, 1.0076)
C (-0.3008, 1.7939, 0.6576)
C (3.7559, -2.3689, 0.6165)
C (-1.0217, 1.2995, -3.4846)
C (4.6935, -4.9406, 0.7783)
C (2.7314, 2.6274, 4.2472)
C (-3.2034, -2.2449, 3.9317)
C (5.4499, -3.9020, 1.3053)
C (-1.6572, 2.2650, -2.7204)
C (4.9770, -2.6008, 1.2398)
C (-1.1554, 2.6647, -5.4407)
C (0.2904, 5.1699, -0.1464)
C (0.9535, -0.6806, -3.3565)
C (-4.2463, -4.7736, -0.6276)
C (-0.7885, 1.4688, -4.8466)
C (0.2177, 4.8362, 2.3500)
C (3.2199, -0.7223, -2.2475)
C (-4.3822, -4.0557, 0.6858)
H (-4.7164, -4.2089, -1.4306)
H (1.8080, 3.1094, 4.5589)
H (-4.4765, -3.9697, 4.1042)
H (-2.0032, 5.9300, 1.1765)
H (-4.7484, -5.7385, -0.5512)
H (1.0579, -1.7527, -3.1805)
H (2.8905, -1.7331, -1.9984)
H (5.5525, -1.7883, 1.6682)
H (-1.8735, 2.0906, -1.6766)
H (-5.4163, -3.8493, 0.9461)
H (2.0188, -3.1928, -0.3571)
H (-0.2046, 4.9805, -1.0982)
H (0.0640, 5.8991, 2.5350)
H (4.9910, -0.4454, -0.9677)
H (1.3279, 4.8411, -0.2275)
H (0.9203, -0.5363, -4.4371)
H (1.2963, 4.6642, 2.3246)
H (2.3568, 0.9625, -3.3043)
H (3.9165, 0.9563, -1.0384)
H (6.4002, -4.1056, 1.7789)
H (0.2875, 6.2451, 0.0340)
H (-2.5587, -2.4851, 4.7718)
H (-3.2601, -1.1613, 3.8230)
H (5.0601, -5.9560, 0.8440)
H (-5.0406, -2.5348, 4.9570)
H (-2.4208, 4.5838, 0.1129)
H (3.5122, 2.3901, 4.9658)
H (2.8784, -5.5098, -0.2158)
H (-3.8998, -4.5805, 1.5086)
H (-0.3544, 0.6875, -5.4576)
H (-2.4405, 4.3608, 1.8660)
H (-5.2046, -2.6154, 3.2060)
H (3.9216, -0.8332, -3.0745)
H (-2.0730, 4.5796, -5.1604)
H (-0.2292, 4.2815, 3.1767)
H (-0.9756, 2.8135, -6.4964)
H (1.5942, 0.6150, -1.7754)
H (-2.5397, 4.2159, -2.7729)
H (-3.2006, -4.9543, -0.8760)

Force components x, y, z for each atom (eV/Å):
-0.1 -1.2 -0.3
0.1 0.1 0.0
0.0 -0.1 0.3
-0.1 0.1 0.3
-0.3 -0.4 0.0
-0.3 0.1 0.2
0.0 0.0 0.1
0.0 -0.2 0.0
0.1 0.2 0.0
-0.1 0.1 -0.5
-0.1 0.1 0.0
0.5 0.5 -0.1
0.0 0.0 0.0
0.0 0.0 0.0
0.0 0.0 0.0
0.0 0.0 0.0
0.0 0.0 0.0
0.0 0.0 0.0
0.0 0.0 0.0
0.0 -0.1 -0.2
0.0 0.0 0.0
-0.1 0.0 0.1
0.2 0.5 0.1
0.0 0.0 0.0
0.1 0.0 0.1
0.0 0.0 0.0
0.3 0.6 -0.2
-0.1 -0.1 0.0
0.0 0.0 0.0
0.0 0.0 0.0
0.0 0.0 0.0
0.0 0.0 0.0
0.0 0.0 0.0
-0.1 0.0 0.0
0.0 0.0 0.0
0.0 0.0 0.0
0.0 0.0 0.0
0.0 0.0 0.0
0.0 0.0 -0.1
0.0 0.0 0.0
-0.1 -0.2 0.0
0.0 0.0 0.0
0.0 0.0 0.0
0.0 0.0 0.0
0.0 0.0 0.0
0.0 0.0 0.0
0.0 0.0 0.0
0.0 0.0 0.1
0.0 0.0 0.0
0.0 0.0 0.0
0.0 0.0 0.0
0.0 0.0 0.0
0.0 0.0 0.0
0.0 0.0 0.0
0.0 -0.1 0.0
-0.1 0.0 0.0
0.0 0.0 0.0
0.0 0.0 0.0
0.0 0.0 0.0
0.0 0.0 0.0
0.0 0.0 0.0
0.0 0.0 0.0
0.0 0.0 0.0
0.0 0.0 0.0
0.0 0.0 -0.1
-0.1 -0.2 0.0
0.0 0.0 0.0
0.0 0.0 0.0
0.0 0.0 0.0
0.0 0.0 0.0
0.0 0.0 0.0
0.0 0.0 0.0
0.0 0.0 0.0
0.0 0.0 0.0
0.0 0.0 0.0
0.0 0.0 0.0
0.0 0.0 0.1
0.0 0.0 0.0

## Properties
frontier orbital gap (alpha / beta): 4.48 / 4.80 eV
energy above the lowest of the compared OMol25 structures with the same formula, charge and spin: 122.6 kJ/mol
E_LUMO (alpha / beta): -0.431 / -0.431 Ha
E: -231335.9620 eV
total charge: +3
HOMO energy (alpha / beta): -16.208 / -16.526 eV
multiplicity: 2